Record 1
88
Properties=species:S:1:pos:R:3:forces:R:3:mulliken_charge:R:1 method="wB97M-V/def2-TZVPD" total_charge=+2 e_tot_ha=-4547.9713 largest_force_ev_per_a=0.7 homo_lumo_gap_ev=5.3 relative_energy_kj_mol=37.2 homo_ev=-12.360
Pd -0.4229 0.3482 -0.2538 -0.22 0.17 0.40 0.1017
S -3.0703 6.9418 -0.9799 0.06 -0.10 0.02 -0.0591
C -2.4482 5.4786 -0.7921 -0.13 0.22 -0.07 0.1376
S -2.0865 4.4168 -2.1503 0.04 -0.08 0.15 0.0511
C -1.5178 3.0787 -1.2250 0.07 -0.12 -0.65 0.2446
C -1.4590 3.2712 0.2156 0.00 0.10 0.74 0.3278
S -0.8364 2.1504 1.2402 0.03 0.14 -0.29 -0.2799
S -2.0787 4.7809 0.7764 0.08 -0.08 -0.05 0.0441
S -1.0486 1.6795 -1.9512 -0.15 0.01 0.11 -0.1518
C -0.0567 -3.2156 7.1579 0.01 -0.02 -0.04 -1.0450
C 0.2545 -3.9250 5.8496 0.05 -0.06 0.09 -1.0145
N -0.2796 -3.2144 4.6854 -0.06 -0.02 -0.04 0.3645
C 0.5367 -2.3982 3.9975 0.03 0.09 -0.09 -0.3501
C 0.1850 -1.6305 2.9270 0.09 0.08 -0.10 -0.2198
C 1.3276 -0.8390 2.3119 -0.35 -0.04 0.26 -0.0800
O 2.3996 -0.8302 2.8896 0.17 -0.08 0.04 -0.7391
O 1.0989 -0.2307 1.2067 -0.10 0.14 -0.26 -0.3947
C -1.1731 -1.6445 2.4701 0.15 -0.14 0.15 1.5738
O -1.6448 -0.9859 1.5324 -0.09 0.19 -0.27 -0.6696
C -2.0645 -2.5448 3.2273 0.05 -0.06 0.11 0.6929
C -3.4024 -2.6488 2.8511 -0.05 -0.04 0.01 -0.6904
C -4.2555 -3.4777 3.5208 0.02 -0.09 0.12 0.2585
F -5.5289 -3.5796 3.0809 -0.01 -0.06 0.09 -0.3597
C -3.8401 -4.2254 4.6381 -0.01 0.13 -0.16 -1.6024
C -2.5138 -4.1141 5.0169 0.01 0.00 0.01 -0.4987
C -1.6110 -3.3031 4.3163 -0.04 0.02 -0.06 -0.2568
N -4.6970 -5.0606 5.3960 -0.07 0.11 0.01 0.3150
C -6.1391 -4.8407 5.4104 0.06 0.06 -0.01 -0.6613
C -6.7409 -5.6993 6.5337 -0.12 0.00 -0.08 -0.7639
N -5.6785 -5.9577 7.5573 -0.01 0.05 0.09 -0.1424
C -4.6057 -6.8599 7.0033 0.10 -0.08 -0.04 -0.7477
C -4.3700 -6.4669 5.5387 0.06 -0.07 -0.01 -0.7038
H 0.3627 -3.7744 7.9922 0.01 -0.02 0.04 0.4004
H -1.1290 -3.1073 7.3165 -0.04 0.01 0.01 0.3029
H 0.3855 -2.2211 7.1604 0.01 0.04 0.01 0.3470
H -0.1238 -4.9484 5.8380 0.02 0.02 -0.01 0.4616
H 1.3328 -3.9899 5.7078 -0.06 -0.02 0.00 0.4600
H 1.5686 -2.3508 4.3234 0.01 -0.01 0.02 0.6149
H -3.7612 -2.0751 2.0089 0.00 0.03 -0.03 0.6354
H -2.1886 -4.6504 5.8962 0.00 -0.01 0.02 0.7086
H -6.6372 -5.1145 4.4775 0.00 0.00 -0.02 0.3948
H -6.3293 -3.7830 5.5932 -0.01 -0.02 -0.01 0.5019
H -7.0666 -6.6757 6.1767 0.01 0.03 0.03 0.3730
H -7.5836 -5.2067 7.0146 0.03 -0.02 0.00 0.3886
H -6.0784 -6.3571 8.4077 0.03 0.03 -0.03 0.3413
H -5.2477 -5.0629 7.8026 -0.02 -0.05 0.00 0.3819
H -4.9452 -7.8892 7.1108 -0.01 0.04 0.01 0.3745
H -3.7186 -6.7079 7.6164 -0.03 -0.02 -0.01 0.4270
H -4.9825 -7.0837 4.8699 0.02 -0.02 0.00 0.3313
H -3.3287 -6.6446 5.2782 -0.05 0.00 0.02 0.4888
O 2.8917 0.6169 -0.5832 0.00 0.09 0.10 -0.6218
N 2.0216 -0.0878 -1.3445 0.12 -0.32 -0.39 0.5343
C 2.3114 -0.1356 -2.5788 0.05 0.15 0.08 -1.1954
C 1.5107 -0.9450 -3.5024 0.02 -0.03 -0.01 0.7470
C 2.0785 -1.1778 -4.7553 0.01 -0.02 -0.01 -0.9802
C 1.5130 -2.0556 -5.6620 0.00 0.01 0.04 -0.7336
C 0.3598 -2.7441 -5.3213 -0.01 0.01 0.05 -0.8750
C -0.2365 -2.5003 -4.0963 -0.01 0.01 -0.02 -0.3384
C 0.2990 -1.5807 -3.1899 -0.17 -0.05 0.06 0.9995
P -0.6726 -1.4034 -1.6601 0.31 -0.27 -0.08 1.7910
C -2.4144 -1.3098 -2.1578 0.07 0.01 0.11 0.7352
C -3.3724 -1.4903 -1.1556 0.07 0.00 -0.04 -0.5753
C -4.7131 -1.2988 -1.4364 0.00 0.00 0.01 -0.7839
C -5.1100 -0.9032 -2.7073 0.02 0.00 -0.01 -0.6816
C -4.1609 -0.6906 -3.6946 -0.02 0.00 0.00 -0.8265
C -2.8150 -0.8876 -3.4240 0.05 0.02 -0.01 -0.4991
C -0.4175 -2.9338 -0.7315 -0.09 0.01 -0.07 1.0168
C -1.3370 -3.9809 -0.7725 0.08 0.05 0.05 -0.1841
C -1.0692 -5.1536 -0.0833 -0.03 0.01 -0.01 -0.9108
C 0.1095 -5.2835 0.6372 0.00 -0.01 0.01 -0.6634
C 1.0276 -4.2437 0.6692 0.01 -0.02 -0.01 -0.6984
C 0.7697 -3.0662 -0.0139 0.02 -0.02 -0.05 -0.7191
H 2.5350 0.4428 0.3163 0.02 0.03 0.09 0.3852
H 3.2110 0.3414 -2.9627 -0.01 0.07 0.02 0.3357
H 3.0060 -0.6789 -5.0011 0.04 0.02 -0.02 0.4364
H 1.9863 -2.2214 -6.6188 0.02 0.00 -0.04 0.4311
H -0.0762 -3.4618 -6.0013 -0.01 -0.02 -0.01 0.4488
H -1.1417 -3.0375 -3.8422 -0.02 0.00 0.00 0.4893
H -3.0479 -1.7564 -0.1580 -0.03 -0.02 0.02 0.0246
H -5.4521 -1.4519 -0.6623 -0.03 0.00 0.03 0.5161
H -6.1576 -0.7534 -2.9251 -0.05 0.00 -0.01 0.4419
H -4.4648 -0.3724 -4.6815 -0.02 0.01 -0.04 0.4626
H -2.0839 -0.7093 -4.2009 0.00 -0.02 -0.02 0.4904
H -2.2526 -3.8859 -1.3375 -0.06 -0.01 -0.05 0.4676
H -1.7766 -5.9710 -0.1230 -0.01 -0.01 0.00 0.4810
H 0.3206 -6.2061 1.1608 0.01 -0.03 0.02 0.4701
H 1.9514 -4.3493 1.2209 0.04 0.01 0.02 0.5305
H 1.4777 -2.2483 0.0111 0.01 -0.04 -0.02 0.4364

***

Record 2
87
Properties=species:S:1:pos:R:3:forces:R:3:mulliken_charge:R:1 method="wB97M-V/def2-TZVPD" e_tot_ha=-3507.3745 largest_force_ev_per_a=1.6 homo_lumo_gap_ev=3.5 relative_energy_kj_mol=71.3 homo_ev=-5.436
Sc -1.6907 0.1648 1.7717 -0.51 -0.24 -0.80 0.2938
C -4.3478 1.7296 5.1684 -0.10 0.01 0.02 -1.9560
C -3.7981 1.2067 3.8831 -0.25 -0.10 -0.01 0.9791
N -2.5563 1.1325 3.6160 0.24 0.16 0.16 1.2246
N -1.6471 1.5374 4.5709 -0.20 -0.01 -0.09 -1.2046
C -0.4394 1.3416 4.1113 0.27 -0.03 -0.12 0.4646
O -0.1321 0.8920 2.9461 0.07 0.21 0.54 -0.5416
C 0.6725 1.6640 5.0505 0.09 0.01 -0.11 0.2871
C 1.8996 1.0290 4.8902 0.04 0.04 0.01 -0.3304
C 2.9468 1.3051 5.7584 -0.04 0.04 0.02 -0.6370
C 2.7775 2.2318 6.7806 -0.02 -0.03 -0.05 -0.3101
C 1.5550 2.8749 6.9346 0.02 -0.02 -0.01 -0.7049
C 0.5039 2.5879 6.0760 -0.01 0.01 0.10 -0.2977
C -4.7041 0.7113 2.8173 0.10 0.01 0.08 0.5832
C -6.0751 0.8690 2.9077 -0.21 0.02 0.01 -0.9765
C -6.8752 0.4014 1.8759 -0.05 0.02 0.04 -0.4866
C -6.2805 -0.2057 0.7885 0.00 -0.03 -0.03 -1.1048
C -4.8975 -0.3285 0.7735 -0.01 0.02 0.05 -0.3311
N -4.1290 0.1128 1.7636 0.13 0.03 0.05 0.5809
H -3.5339 1.8911 5.8661 0.01 0.01 0.02 0.4029
H -5.0596 1.0193 5.5936 0.02 0.02 -0.01 0.3864
H -4.8691 2.6770 5.0030 0.00 -0.03 0.01 0.3404
H 2.0120 0.3183 4.0813 -0.01 0.02 0.02 0.4320
H 3.8962 0.7963 5.6398 -0.02 0.01 0.00 0.3689
H 3.5959 2.4523 7.4554 -0.01 -0.01 -0.01 0.3722
H 1.4212 3.5998 7.7288 0.00 -0.02 -0.02 0.3730
H -0.4589 3.0697 6.1911 0.05 -0.02 -0.01 0.4158
H -6.5114 1.3522 3.7710 0.01 -0.02 -0.03 0.4722
H -7.9512 0.5147 1.9280 0.02 -0.01 0.00 0.3935
H -6.8631 -0.5893 -0.0387 0.03 0.02 0.03 0.4259
H -4.3738 -0.7972 -0.0516 0.01 0.02 0.01 0.6067
F 3.9337 -2.1410 -1.3509 0.01 0.00 0.09 -0.3610
C 3.1164 -1.1575 -1.8051 0.03 0.00 0.04 0.4397
C 2.0842 -0.7221 -1.0261 -0.03 -0.13 0.17 -0.6488
C 1.2783 0.3154 -1.4775 -0.12 0.14 -0.06 0.7132
C 0.1269 0.7275 -0.6531 -0.05 0.07 -0.42 1.6060
O -0.0735 0.1364 0.3995 0.86 0.04 0.21 -0.6261
C -0.7086 1.7584 -1.2064 0.07 -0.08 -0.02 -0.1163
C -0.3798 2.2909 -2.4006 0.04 -0.01 -0.22 -0.5415
N 0.6993 1.9295 -3.1554 0.12 0.08 0.00 0.3106
C 0.9348 2.5682 -4.4253 -0.05 -0.10 0.06 -0.3546
C 0.8035 4.0518 -4.5115 -0.04 0.12 -0.01 -0.9431
C 2.1615 3.4176 -4.5909 0.10 0.03 0.03 -0.3922
C 1.5277 0.9079 -2.7197 -0.09 0.03 -0.04 -0.2999
C 2.5625 0.4100 -3.5177 -0.08 0.12 -0.19 -0.7627
C 3.3566 -0.6243 -3.0699 0.00 -0.09 0.02 -1.0300
N 4.3809 -1.1215 -3.9309 0.12 0.06 -0.13 0.2986
C 5.5508 -0.2761 -4.0697 0.00 -0.11 0.14 -0.5036
C 6.2697 -0.6150 -5.3577 -0.04 -0.11 -0.02 -0.7100
N 6.6303 -2.0809 -5.3189 -0.10 0.04 0.04 -0.1591
C 5.4045 -2.9459 -5.1306 0.03 0.06 -0.01 -0.9449
C 4.7320 -2.5243 -3.8406 0.02 0.03 -0.07 -0.6238
C -1.9534 2.2922 -0.5175 0.19 0.07 0.25 0.0660
O -2.5885 3.1639 -1.0946 -0.09 -0.04 0.04 -0.8072
O -2.1712 1.7935 0.6367 -0.33 0.74 -0.60 -0.3462
H 1.8667 -1.1746 -0.0648 0.00 0.03 -0.04 0.7388
H -1.0199 3.0584 -2.8153 0.00 0.00 0.02 0.7588
H 0.6072 1.9950 -5.2851 -0.02 -0.05 0.00 0.4111
H 0.5555 4.5887 -3.6056 0.03 -0.04 -0.02 0.3485
H 0.3603 4.4557 -5.4106 0.03 0.00 0.01 0.2556
H 2.8012 3.5207 -3.7229 -0.04 -0.01 -0.03 0.2165
H 2.6777 3.3935 -5.5425 -0.05 0.00 0.02 0.2890
H 2.7169 0.7938 -4.5185 0.02 -0.02 0.07 0.6803
H 6.2464 -0.3967 -3.2206 0.02 0.04 0.03 0.2020
H 5.2572 0.7700 -4.0998 -0.06 0.03 0.00 0.4690
H 7.1841 -0.0427 -5.4964 0.04 -0.02 0.03 0.3904
H 5.6094 -0.4831 -6.2113 0.01 0.01 -0.06 0.3613
H 7.2508 -2.2368 -4.5223 0.07 -0.02 0.03 0.3972
H 7.1444 -2.3521 -6.1544 -0.01 -0.01 -0.08 0.3464
H 5.7280 -3.9842 -5.1067 0.04 -0.01 0.01 0.4252
H 4.7616 -2.7717 -5.9900 0.00 0.00 -0.04 0.3710
H 5.3993 -2.7452 -2.9950 0.01 -0.03 -0.01 0.4343
H 3.8357 -3.1258 -3.7080 -0.04 0.00 0.03 0.5065
O -3.2624 -2.3940 4.0168 -0.05 -0.05 0.07 -0.7326
C -2.7602 -2.3411 2.9071 0.13 0.08 -0.16 0.5390
O -1.7616 -1.5526 2.6121 -0.30 -1.21 0.99 -0.5619
C -3.2886 -3.2120 1.7866 0.04 0.05 -0.13 0.1756
C -4.1414 -4.2439 2.1919 0.06 0.03 -0.03 -0.6724
C -4.6944 -5.1340 1.2931 0.00 0.00 -0.04 -0.5353
C -4.3953 -4.9872 -0.0594 0.00 0.00 0.03 -0.4835
C -3.5702 -3.9646 -0.4820 0.05 0.06 0.04 -0.7977
C -2.9915 -3.0403 0.4121 -0.06 -0.03 0.16 0.6602
S -2.0123 -1.7544 -0.2862 -0.16 0.05 -0.03 -0.5724
H -4.3507 -4.3178 3.2515 0.00 0.01 -0.02 0.4477
H -5.3486 -5.9271 1.6342 0.01 0.01 -0.01 0.3853
H -4.8175 -5.6706 -0.7883 0.01 0.01 0.00 0.3485
H -3.3533 -3.8400 -1.5367 -0.01 -0.01 0.02 0.4130